Record 1
Formula: C44H60IrN2O2P2S6Sb2Si3
Source: the Open Molecules 2025 dataset
Level of theory: ωB97M-V/def2-TZVPD

XYZ file:
```
122
Properties=species:S:1:pos:R:3:lowdin_charge:R:1
Ir 0.373 0.127 -0.131 0.056
C -5.614 -4.212 -4.130 -0.423
S -5.809 -4.162 -2.335 0.805
C -4.101 -3.765 -1.881 -0.525
C -4.060 -3.332 -0.424 -0.254
C -2.661 -2.954 0.061 -0.262
N -1.939 -1.912 -0.743 -0.395
P -1.947 -0.232 -0.310 0.518
C -3.731 0.122 0.082 -0.337
C -4.160 0.653 1.299 -0.114
C -5.516 0.905 1.515 -0.061
C -6.446 0.651 0.521 -0.075
C -6.025 0.130 -0.700 -0.070
C -4.681 -0.132 -0.918 -0.102
C -2.049 0.685 -1.922 -0.382
C -2.324 0.235 -3.141 -0.106
C -2.858 1.124 -4.191 -0.065
C -2.980 2.436 -4.010 -0.035
C -2.320 3.111 -2.843 -0.256
C -2.096 2.170 -1.632 -0.459
P -0.266 -2.182 -1.092 0.942
C -0.359 -3.693 -2.121 -0.331
C 0.250 -4.899 -1.786 -0.086
C 0.196 -5.976 -2.666 -0.064
C -0.454 -5.856 -3.888 -0.070
C -1.048 -4.648 -4.241 -0.074
C -0.988 -3.572 -3.367 -0.127
C 0.637 -2.850 0.372 -0.393
C 2.024 -2.879 0.193 -0.163
C 2.865 -3.446 1.136 -0.077
C 2.339 -3.921 2.330 -0.072
C 0.970 -3.861 2.539 -0.082
C 0.119 -3.369 1.555 -0.139
H -6.571 -4.527 -4.546 0.028
H -4.843 -4.935 -4.406 0.030
H -5.358 -3.222 -4.511 0.029
H -3.761 -2.959 -2.537 0.056
H -3.479 -4.648 -2.046 0.080
H -4.399 -4.157 0.210 0.119
H -4.754 -2.512 -0.273 0.079
H -2.049 -3.852 0.031 0.102
H -2.741 -2.617 1.095 0.054
H -3.439 0.852 2.080 0.043
H -5.835 1.303 2.472 0.111
H -7.497 0.857 0.689 0.106
H -6.745 -0.085 -1.483 0.108
H -4.372 -0.549 -1.866 0.098
H -2.289 -0.834 -3.335 0.076
H -3.251 0.665 -5.093 0.105
H -3.428 3.060 -4.780 0.106
H -1.334 3.400 -3.218 0.122
H -2.868 2.333 -0.875 0.108
H 0.756 -5.007 -0.832 0.109
H 0.669 -6.913 -2.394 0.109
H -0.494 -6.700 -4.569 0.107
H -1.548 -4.543 -5.198 0.110
H -1.438 -2.624 -3.642 0.078
H 2.443 -2.475 -0.716 0.020
H 3.931 -3.510 0.943 0.102
H 2.990 -4.348 3.085 0.107
H 0.546 -4.216 3.471 0.111
H -0.938 -3.391 1.744 0.063
S -0.648 1.972 4.249 -0.353
Sb 0.185 -0.068 3.402 0.256
S -1.564 -0.582 1.865 0.196
S 1.633 0.826 1.670 -0.141
C 1.389 -1.438 -4.476 -0.221
Si 2.942 -1.470 -3.428 0.339
C 3.273 -3.231 -2.890 -0.206
C 4.428 -0.998 -4.458 -0.209
Sb 2.502 0.384 -1.650 0.859
Si 2.446 2.484 -3.187 0.342
C 0.918 2.269 -4.253 -0.220
C 3.914 2.519 -4.353 -0.215
C 2.501 4.035 -2.177 -0.221
Si 4.719 0.786 -0.330 0.308
C 4.637 2.514 0.350 -0.220
C 4.962 -0.488 1.001 -0.234
C 6.131 0.631 -1.552 -0.225
H 1.277 -2.363 -5.057 0.041
H 1.409 -0.592 -5.175 0.024
H 0.504 -1.326 -3.840 -0.014
H 3.674 -3.778 -3.752 0.046
H 2.370 -3.748 -2.554 0.003
H 4.018 -3.285 -2.085 0.036
H 4.613 -1.774 -5.214 0.043
H 5.329 -0.906 -3.839 0.017
H 4.283 -0.046 -4.978 0.002
H 1.162 1.713 -5.166 0.026
H 0.511 3.243 -4.559 0.043
H 0.134 1.716 -3.722 0.002
H 3.773 1.836 -5.195 0.013
H 4.847 2.249 -3.847 0.010
H 4.034 3.533 -4.758 0.046
H 2.061 3.922 -1.187 0.002
H 1.975 4.863 -2.671 0.047
H 3.542 4.350 -2.038 0.034
H 3.703 2.660 0.902 0.000
H 4.682 3.265 -0.448 0.017
H 5.470 2.698 1.041 0.044
H 4.028 -0.657 1.543 -0.023
H 5.714 -0.140 1.723 0.044
H 5.303 -1.444 0.583 0.024
H 5.970 1.262 -2.434 0.005
H 6.247 -0.406 -1.892 0.020
H 7.077 0.942 -1.085 0.043
O -0.671 7.413 0.822 -0.264
S -0.321 6.729 -0.379 0.651
O 0.705 7.274 -1.218 -0.282
N 0.036 5.129 -0.088 -0.043
C -0.820 4.388 -0.710 -0.541
S -0.533 2.650 -0.783 0.962
C -1.911 5.055 -1.441 -0.130
C -2.956 4.401 -2.281 -0.206
C -3.537 5.380 -3.262 -0.012
C -3.365 6.716 -3.159 -0.065
C -2.490 7.291 -2.177 0.000
C -1.760 6.410 -1.394 -0.208
H -3.794 4.081 -1.644 0.172
H -4.198 4.979 -4.026 0.107
H -3.867 7.377 -3.858 0.110
H -2.360 8.364 -2.098 0.122
```

## Properties
- multiplicity = 2
- ΔE to the lowest compared entry with this formula, charge and spin (kJ/mol) = 203.83

=====

Record 2
Formula: C29H61AsCsN6O4P4
Source: the Open Molecules 2025 dataset
Level of theory: ωB97M-V/def2-TZVPD

XYZ file:
```
106
Properties=species:S:1:pos:R:3:lowdin_charge:R:1
Cs 0.186 -0.217 0.437 1.277
C -4.906 0.310 0.079 -0.272
P -3.379 -0.478 -0.535 0.977
C -3.746 -0.420 -2.359 -0.392
N -4.948 -0.777 -2.725 0.131
C -5.244 -0.785 -4.054 -0.205
C -6.539 -1.164 -4.484 -0.011
C -6.825 -1.191 -5.815 -0.067
C -5.839 -0.846 -6.775 -0.066
C -4.588 -0.476 -6.380 -0.010
C -4.274 -0.433 -5.000 -0.205
N -3.038 -0.018 -4.608 0.128
C -2.768 0.011 -3.329 -0.392
P -1.070 0.644 -2.874 0.967
C -0.250 0.484 -4.492 -0.290
C -1.370 2.480 -2.728 -0.738
C -2.237 3.067 -3.838 -0.085
C -2.005 2.783 -1.371 -0.115
C 0.018 3.134 -2.748 -0.106
C -3.596 -2.269 -0.073 -0.737
C -2.624 -3.119 -0.895 -0.099
C -5.013 -2.806 -0.236 -0.092
C -3.172 -2.368 1.401 -0.113
H -5.803 -0.057 -0.421 0.037
H -4.844 1.389 -0.067 0.031
H -5.010 0.135 1.152 0.040
H -7.268 -1.426 -3.729 0.115
H -7.811 -1.477 -6.154 0.107
H -6.092 -0.877 -7.826 0.107
H -3.812 -0.201 -7.081 0.115
H -0.734 1.012 -5.312 0.035
H -0.218 -0.574 -4.757 0.042
H 0.782 0.824 -4.395 0.036
H -3.260 2.690 -3.790 0.078
H -1.853 2.847 -4.833 0.074
H -2.279 4.154 -3.734 0.088
H -2.987 2.325 -1.242 0.050
H -2.142 3.866 -1.292 0.085
H -1.368 2.463 -0.541 0.051
H 0.492 3.071 -3.727 0.077
H 0.692 2.683 -2.015 0.074
H -0.079 4.196 -2.502 0.086
H -2.837 -3.077 -1.965 0.082
H -2.746 -4.164 -0.589 0.082
H -1.580 -2.847 -0.721 0.047
H -5.356 -2.738 -1.266 0.067
H -5.730 -2.271 0.387 0.076
H -5.040 -3.855 0.071 0.086
H -2.115 -2.123 1.560 0.044
H -3.322 -3.399 1.741 0.082
H -3.773 -1.735 2.058 0.076
C 5.446 2.894 1.841 -0.097
N 4.856 1.715 1.232 -0.296
C 5.499 1.314 -0.016 -0.075
P 3.381 1.133 1.583 0.464
O 2.649 0.488 0.473 -0.514
O 2.624 2.484 2.085 -0.266
P 1.121 2.703 2.615 0.457
O 0.141 1.672 2.197 -0.536
N 1.307 2.645 4.255 -0.301
C 2.157 3.651 4.876 -0.103
C 0.171 2.274 5.090 -0.093
N 0.817 4.195 2.023 -0.287
C 1.778 5.118 1.445 -0.080
C -0.571 4.607 1.841 -0.080
N 3.458 0.118 2.881 -0.275
C 2.279 -0.649 3.267 -0.106
C 4.304 0.487 4.007 -0.084
H 6.502 2.710 2.051 0.094
H 4.959 3.138 2.782 0.066
H 5.367 3.757 1.173 0.093
H 6.544 1.066 0.174 0.090
H 5.447 2.128 -0.745 0.094
H 4.999 0.445 -0.435 0.078
H 3.034 3.850 4.258 0.068
H 2.512 3.285 5.841 0.089
H 1.625 4.594 5.037 0.092
H -0.446 1.546 4.572 0.075
H -0.440 3.144 5.351 0.091
H 0.546 1.830 6.014 0.090
H 2.793 4.873 1.748 0.069
H 1.559 6.132 1.785 0.092
H 1.728 5.095 0.352 0.092
H -1.249 3.837 2.204 0.083
H -0.779 4.750 0.778 0.080
H -0.764 5.539 2.376 0.090
H 1.771 -1.039 2.383 0.000
H 1.585 -0.040 3.856 0.076
H 2.603 -1.489 3.885 0.088
H 5.253 0.882 3.651 0.075
H 4.517 -0.403 4.601 0.091
H 3.825 1.226 4.661 0.079
C 0.543 -5.521 -0.254 -0.193
As 0.913 -4.225 1.103 0.970
C 2.748 -4.442 1.611 -0.195
C -0.141 -4.705 2.627 -0.194
O 0.608 -2.646 0.613 -0.874
H 0.772 -6.516 0.126 0.046
H 1.150 -5.312 -1.133 0.049
H -0.510 -5.459 -0.523 0.030
H 2.965 -5.491 1.809 0.045
H 2.939 -3.852 2.506 0.032
H 3.379 -4.080 0.801 0.048
H 0.160 -5.684 2.999 0.046
H -1.193 -4.723 2.347 0.030
H 0.009 -3.956 3.404 0.044
```

## Properties
- charge = +1
- ΔE to the lowest compared entry with this formula, charge and spin (kJ/mol) = 70.69

=====

Record 3
Formula: C3H5F2N2
Source: the Open Molecules 2025 dataset
Level of theory: ωB97M-V/def2-TZVPD

XYZ file:
```
12
Properties=species:S:1:pos:R:3:lowdin_charge:R:1
C -0.871 -0.198 0.711 -0.146
C -0.035 -0.895 -1.342 -0.155
C 1.144 1.045 0.377 -0.147
N -1.016 -0.592 -0.547 0.085
N 0.254 0.481 1.090 0.119
F 1.171 -1.156 -0.897 0.111
F 2.015 1.788 0.941 0.187
H -1.760 -0.037 1.492 0.196
H -0.167 -1.269 -2.397 0.179
H 0.960 1.266 -0.645 0.156
H -1.969 -0.805 -0.895 0.209
H 0.274 0.374 2.114 0.205
```

## Properties
- charge = +1
- ΔE to the lowest compared entry with this formula, charge and spin (kJ/mol) = 305.21

=====

Record 4
Formula: C4H7NO
Source: the Open Molecules 2025 dataset
Level of theory: ωB97M-V/def2-TZVPD

XYZ file:
```
13
Properties=species:S:1:pos:R:3:lowdin_charge:R:1
C 1.502 -0.287 0.703 -0.051
C 0.549 0.118 -0.407 -0.527
N 0.070 -0.963 -1.145 0.153
C -0.751 0.785 -0.011 0.014
C -1.781 -0.066 0.410 -0.303
O -1.886 -1.260 0.106 0.020
H 0.995 -0.997 1.362 0.084
H 1.823 0.578 1.291 0.078
H 2.382 -0.781 0.278 0.079
H 0.989 0.881 -1.078 0.153
H -0.419 -0.591 -1.964 0.071
H -0.862 1.864 -0.055 0.107
H -2.474 0.373 1.150 0.122
```

## Properties
- ΔE to the lowest compared entry with this formula, charge and spin (kJ/mol) = 452.86

=====

Record 5
Formula: C41H42Br2F2N9Sr
Source: the Open Molecules 2025 dataset
Level of theory: ωB97M-V/def2-TZVPD

XYZ file:
```
97
Properties=species:S:1:pos:R:3:lowdin_charge:R:1
Sr 0.021 0.451 -0.476 1.400
Br -6.624 1.973 2.018 0.815
C -4.895 1.725 1.330 -0.676
C -3.906 1.161 2.123 -0.087
C -2.666 0.978 1.549 -0.123
N -2.376 1.302 0.282 0.054
C -3.316 1.907 -0.447 -0.231
C -4.601 2.122 0.043 -0.055
C -1.538 2.180 -2.255 -0.359
C -0.666 3.286 -2.840 -0.180
C 0.293 2.882 -3.870 -0.628
Br 1.129 4.245 -4.832 0.863
C 0.517 1.590 -4.136 -0.107
C -0.316 0.602 -3.487 -0.141
N -1.289 0.832 -2.676 0.026
H -4.092 0.886 3.151 0.113
H -1.849 0.574 2.136 0.101
H -5.349 2.607 -0.570 0.122
H -1.083 4.278 -2.930 0.135
H 1.217 1.273 -4.895 0.112
H -0.157 -0.442 -3.759 0.126
C -3.561 -3.197 1.610 -0.036
N -2.403 -2.326 1.461 -0.138
C -1.684 -2.099 2.703 -0.036
C -1.783 -2.161 0.254 -0.440
N -0.471 -2.121 0.090 0.028
C 0.242 -3.109 0.816 -0.239
C -0.307 -4.372 0.891 -0.040
C 0.207 -5.373 1.734 -0.068
C 1.285 -5.101 2.518 -0.040
C 1.954 -3.856 2.403 -0.159
C 3.116 -3.627 3.183 -0.037
C 3.828 -2.476 3.046 -0.062
C 3.445 -1.539 2.071 -0.028
C 2.340 -1.731 1.278 -0.240
N 2.120 -0.796 0.240 0.023
C 3.054 -0.630 -0.649 -0.409
N 3.927 -1.585 -1.070 -0.132
C 3.619 -3.000 -0.954 -0.018
C 5.331 -1.271 -1.295 -0.036
N 3.093 0.602 -1.306 -0.164
C 3.575 0.695 -2.676 -0.065
C 3.350 1.807 -0.515 -0.037
C 1.489 -2.863 1.492 -0.063
N -2.583 -1.934 -0.822 -0.124
C -3.923 -1.380 -0.741 -0.042
C -2.179 -2.365 -2.152 -0.036
H -3.281 -4.061 2.219 0.099
H -3.895 -3.563 0.644 0.087
H -4.388 -2.679 2.100 0.097
H -1.253 -3.023 3.098 0.099
H -2.382 -1.695 3.439 0.099
H -0.876 -1.387 2.552 0.088
H -1.198 -4.582 0.308 0.117
H -0.276 -6.340 1.773 0.109
H 1.674 -5.837 3.211 0.115
H 3.422 -4.390 3.888 0.115
H 4.704 -2.291 3.654 0.110
H 4.044 -0.649 1.911 0.121
H 2.545 -3.154 -1.024 0.095
H 3.975 -3.428 -0.013 0.098
H 4.103 -3.520 -1.782 0.099
H 5.527 -0.223 -1.083 0.085
H 5.635 -1.494 -2.320 0.096
H 5.943 -1.866 -0.614 0.100
H 3.363 -0.227 -3.215 0.101
H 4.649 0.896 -2.735 0.087
H 3.063 1.522 -3.167 0.073
H 3.058 1.643 0.518 0.068
H 2.765 2.646 -0.897 0.091
H 4.412 2.072 -0.565 0.097
H -4.092 -0.938 0.236 0.076
H -4.689 -2.136 -0.929 0.099
H -4.025 -0.604 -1.503 0.089
H -1.197 -2.827 -2.101 0.089
H -2.151 -1.512 -2.832 0.063
H -2.901 -3.090 -2.536 0.098
F 2.579 3.263 4.115 0.059
C 1.813 3.367 3.009 -0.283
C 1.349 2.223 2.391 -0.107
C 0.563 2.289 1.233 -0.198
C 0.241 3.580 0.761 -0.190
C 0.749 4.708 1.404 -0.228
F 0.494 5.950 0.924 0.057
C 1.544 4.634 2.528 0.063
C -0.714 3.730 -0.375 -0.165
C -1.710 4.627 -0.353 0.000
C -2.803 4.831 -1.302 -0.065
C -3.396 3.863 -1.998 -0.056
C -2.988 2.415 -1.855 -0.152
N -0.445 2.801 -1.476 0.023
H 1.645 1.269 2.822 0.095
H 1.932 5.523 3.004 0.132
H -1.711 5.294 0.500 0.125
H -3.179 5.844 -1.394 0.119
H -4.199 4.098 -2.685 0.119
H -3.577 1.822 -2.559 0.152
```

## Properties
- charge = +1
- ΔE to the lowest compared entry with this formula, charge and spin (kJ/mol) = 290.36

=====

Record 6
Formula: C4H6N2O
Source: the Open Molecules 2025 dataset
Level of theory: ωB97M-V/def2-TZVPD

XYZ file:
```
13
Properties=species:S:1:pos:R:3:lowdin_charge:R:1
C -2.011 -1.016 -0.009 -0.099
O -1.480 0.288 0.168 -0.134
C -0.112 0.284 0.339 -0.459
C 0.580 1.566 0.777 0.063
N 1.751 1.371 0.165 0.002
C 1.746 0.276 -0.749 -0.170
N 0.651 -0.355 -0.750 0.128
H -1.642 -1.474 -0.934 0.080
H -3.097 -0.915 -0.058 0.089
H -1.751 -1.679 0.833 0.091
H 0.173 -0.326 1.232 0.162
H 2.579 1.922 0.356 0.127
H 2.611 0.059 -1.370 0.121
```

## Properties
- ΔE to the lowest compared entry with this formula, charge and spin (kJ/mol) = 338.16

=====

The highest ΔE to the lowest compared entry with this formula, charge and spin belongs to which entry?
C4H7NO